Entry 1:
# N2Ni3O18S3

A molecular structure, N2Ni3O18S3 in a non-equilibrium geometry (ωB97M-V with the def2-TZVPD basis set, the Open Molecules 2025 dataset).

Each line ends with the Mulliken charge.
Element x y z (Å)
Ni (-1.99108, 2.15793, 0.50309)  0.36
Ni (2.20100, -1.75950, -0.33610)  0.55
Ni (-1.80455, -0.06022, 2.27917)  0.56
N (-0.53640, 3.35811, -0.96410)  1.29
O (-0.54868, 3.89416, 0.27720)  -0.60
O (0.15981, 3.48932, -1.91534)  -0.57
O (-1.50438, 2.42870, -1.18896)  -0.41
N (0.71443, 0.90753, 0.36130)  1.12
O (1.13669, 1.92303, 0.94667)  -0.51
O (1.49038, 0.04269, -0.15629)  -0.44
O (-0.63974, 0.73032, 0.27028)  -0.56
S (2.92462, -2.94970, 1.52327)  1.51
O (3.08048, -3.22186, 2.89103)  -0.67
O (3.89167, -3.53467, 0.70421)  -0.61
O (1.64389, -3.37197, 0.72525)  -0.63
O (2.82946, -1.40718, 1.40458)  -0.47
S (-3.90260, 1.53972, 1.94700)  1.70
O (-4.73249, 2.09138, 2.93170)  -0.65
O (-4.00484, 2.59696, 0.88102)  -0.71
O (-2.56428, 1.73738, 2.70514)  -0.77
O (-3.76287, 0.15397, 1.42067)  -0.65
S (1.16644, -2.11746, -3.32030)  1.26
O (2.20723, -2.00474, -2.35189)  -0.48
O (1.45034, -3.21862, -4.29459)  -0.49
O (-0.18244, -2.25408, -2.78183)  -0.63
O (1.27792, -1.15120, -4.46219)  -0.49

Its energy is -195462.0700 eV. Its net charge is -2. As for the LUMO energy (spin up / spin down): 3.90 / 3.13 eV. As for the spin multiplicity: 7. The value obtained for the strongest force on any atom is 5.43 eV/A. For the frontier orbital gap (spin up / spin down), the calculation gives 8.14 / 7.02 eV.

***

Entry 2:
# C11H17N

2 unconnected molecules or ions with the total composition C11H17N in a non-equilibrium geometry (ωB97M-V with the def2-TZVPD basis set, the Open Molecules 2025 dataset).

Each line ends with the Mulliken charge.
Element x y z (Å)
C (1.18540, -0.78870, 2.61864)  -1.13
C (3.37797, 0.39107, -0.01107)  -0.48
C (1.95667, -0.38945, 1.65726)  0.87
C (0.13572, 2.12252, 0.47122)  -0.23
C (-1.06173, 1.57501, 1.41505)  -1.02
C (-1.21834, 0.86401, -2.26552)  -0.90
C (0.19932, 0.43009, -2.21275)  -0.87
C (-0.55018, 1.12406, 0.04031)  -0.34
C (-0.73454, 0.21156, -1.04753)  1.29
C (-2.53557, -1.00109, 0.36321)  -0.90
C (-1.28014, -1.08819, -0.57250)  -0.47
N (2.96199, -0.53784, 0.99323)  -0.40
H (0.23918, -1.38131, 2.49361)  0.27
H (1.30069, -0.39465, 3.60624)  0.29
H (2.84537, 1.36659, 0.05560)  0.11
H (4.52960, 0.59569, 0.09051)  0.30
H (0.80241, 3.02056, 0.36834)  0.34
H (3.26725, -0.13452, -1.11060)  0.19
H (-0.82673, 0.99324, 2.28109)  0.33
H (-1.89388, 2.29676, 1.44375)  0.27
H (-1.36148, 1.89917, -2.33207)  0.27
H (-1.95390, 0.38624, -2.95112)  0.28
H (0.64233, -0.44097, -2.83186)  0.19
H (0.83567, 1.27938, -2.18487)  0.30
H (-2.38111, -0.05812, 0.82236)  0.25
H (-2.41773, -1.72999, 1.18823)  0.31
H (-3.48740, -0.91644, -0.16598)  0.31
H (-1.23758, -1.90186, -1.33387)  0.41
H (-0.51145, -1.42281, 0.07418)  0.17

Its energy is -13166.0634 eV. As for the LUMO energy: 0.88 eV. As for the spin multiplicity: 1. Its energy above the lowest of the compared OMol25 structures with the same formula, charge and spin is 529.4 kJ/mol. The value obtained for the strongest force on any atom is 3.41 eV/A. For the frontier orbital gap, the calculation gives 9.46 eV.

***

Entry 3:
# C44H30ClN8O8SZr

A molecular structure, C44H30ClN8O8SZr in a non-equilibrium geometry (ωB97M-V with the def2-TZVPD basis set, the Open Molecules 2025 dataset).

Each line ends with the Mulliken charge.
Element x y z (Å)
Zr (0.54290, 0.01292, 0.06300)  -1.92
C (-0.64783, -3.51678, -2.71509)  -0.82
C (-0.90080, -2.24254, -2.22687)  -0.24
N (-0.80419, -1.95126, -0.92856)  0.37
C (-0.49160, -2.97074, -0.09594)  -0.71
C (-0.25478, -4.25743, -0.61435)  -0.47
N (-0.30967, -4.50963, -1.89999)  -0.59
C (-0.46605, -2.60853, 1.32970)  0.64
C (-0.48828, -3.52721, 2.37568)  -1.13
C (-0.41911, -3.08557, 3.69860)  0.86
C (-0.31552, -1.69842, 3.89971)  -1.05
C (-0.34612, -0.83306, 2.81863)  0.69
N (-0.44020, -1.27707, 1.55134)  2.11
C (-0.31126, 0.62988, 2.93327)  -0.61
C (-0.04730, 1.33971, 4.10982)  -0.30
N (-0.05901, 2.65619, 4.14609)  -0.55
C (-0.32788, 3.30756, 3.02576)  -1.13
C (-0.54783, 2.62847, 1.83413)  -0.66
N (-0.53115, 1.29937, 1.78222)  1.64
C (-0.49885, -4.02392, 4.82698)  1.07
C (-0.45007, -5.40867, 4.63910)  -0.54
C (-0.59774, -6.24487, 5.73387)  -0.49
N (-0.75787, -5.80778, 6.96820)  -0.58
C (-0.78060, -4.50360, 7.16317)  -0.46
C (-0.66780, -3.57599, 6.14064)  -0.54
H (-0.70296, -3.75700, -3.76642)  0.44
H (-1.22135, -1.44980, -2.89237)  0.57
H (0.05430, -5.07889, 0.01562)  0.45
H (-0.56141, -4.57803, 2.14857)  0.44
H (-0.22264, -1.30116, 4.89547)  0.46
H (0.20049, 0.85041, 5.04071)  0.49
H (-0.35693, 4.38496, 3.09058)  0.51
H (-0.74554, 3.15430, 0.90663)  0.73
H (-0.28883, -5.84998, 3.67064)  0.39
H (-0.59084, -7.31836, 5.61276)  0.40
H (-0.90179, -4.18046, 8.18700)  0.39
H (-0.72069, -2.52851, 6.38349)  0.33
O (-1.48149, 1.91918, -5.07117)  -0.56
C (-2.51718, 1.82251, -4.27061)  0.24
O (-3.64952, 1.98395, -4.63644)  -0.56
C (-2.25189, 1.49755, -2.82215)  -0.18
C (-3.22344, 1.60684, -1.82098)  0.60
Cl (-4.81921, 2.13939, -1.91058)  -0.09
N (-2.67098, 1.18938, -0.65774)  -0.45
N (-1.40357, 0.79171, -0.85282)  2.50
C (-1.12335, 0.98610, -2.14509)  -0.68
C (0.27317, 0.65751, -2.63534)  1.31
O (0.64338, 1.10191, -3.70936)  -0.84
O (0.95834, -0.09587, -1.86194)  -0.62
C (-3.26757, 1.14768, 0.62702)  -0.18
C (-3.80575, 2.29927, 1.18837)  -0.21
C (-4.34739, 2.23980, 2.46056)  -0.88
C (-4.32879, 1.05423, 3.17772)  -0.72
C (-3.79946, -0.09208, 2.60492)  -0.51
C (-3.27017, -0.05419, 1.32596)  -0.09
H (-0.59989, 1.70376, -4.66621)  0.42
H (-3.80749, 3.22503, 0.63546)  0.52
H (-4.77323, 3.12872, 2.89563)  0.43
H (-4.73426, 1.02867, 4.17829)  0.46
H (-3.81061, -1.02392, 3.14849)  0.52
H (-2.88599, -0.94979, 0.85391)  0.40
C (2.24693, 3.98256, -1.17890)  -2.32
C (1.99621, 2.84118, -0.23731)  0.38
O (1.06793, 2.04023, -0.51743)  0.54
C (2.79581, 2.70115, 0.94794)  1.17
C (3.68164, 3.71566, 1.37338)  -1.07
C (4.44117, 3.56594, 2.50191)  -0.96
C (4.37741, 2.37385, 3.23204)  -0.63
C (3.53826, 1.36039, 2.84996)  -0.97
C (2.71244, 1.49210, 1.71104)  -0.15
O (1.91985, 0.51265, 1.38328)  1.10
H (1.61082, 3.87895, -2.05576)  0.35
H (3.28838, 3.98618, -1.49258)  0.45
H (2.03607, 4.93313, -0.69261)  0.47
H (3.75366, 4.62727, 0.80317)  0.48
H (5.10432, 4.35433, 2.81848)  0.44
H (4.99949, 2.25234, 4.10461)  0.47
H (3.48988, 0.43162, 3.40111)  0.61
O (8.11921, -3.76018, -1.85977)  -0.47
C (7.21336, -2.92148, -2.38642)  0.63
O (7.47734, -2.27222, -3.36041)  -0.55
C (5.90316, -2.81325, -1.67839)  0.89
C (5.46992, -3.73978, -0.72986)  -1.10
C (4.28736, -3.53447, -0.05346)  -1.16
C (3.51559, -2.40399, -0.32428)  0.85
S (2.06295, -2.14511, 0.60411)  0.14
C (3.91746, -1.49508, -1.30347)  -0.51
C (5.10208, -1.70825, -1.97542)  -0.87
H (7.82044, -4.19984, -1.05315)  0.29
H (6.02818, -4.64445, -0.52099)  0.24
H (3.94858, -4.23265, 0.69714)  0.50
H (3.28998, -0.63014, -1.51502)  0.27
H (5.44280, -1.03170, -2.74375)  0.50

Its energy is -99054.3310 eV. Its net charge is +1. As for the LUMO energy: -4.42 eV. As for the spin multiplicity: 1. Its energy above the lowest of the compared OMol25 structures with the same formula, charge and spin is 20.6 kJ/mol. The value obtained for the strongest force on any atom is 2.03 eV/A. For the frontier orbital gap, the calculation gives 5.37 eV.

***

Entry 4:
# C5H6O

C5H6O in the gas phase in a non-equilibrium geometry (ωB97M-V with the def2-TZVPD basis set, the Open Molecules 2025 dataset).

Each line ends with the Mulliken charge.
Element x y z (Å)
C (1.28375, -0.55842, 0.87535)  -1.12
C (0.13833, -0.27783, -0.04988)  0.60
C (0.15270, -0.79263, -1.43726)  -0.12
O (0.99920, -1.54564, -1.86152)  -0.49
C (-0.92168, 0.41541, 0.29224)  -0.05
C (-1.74973, 1.41039, 0.36581)  -0.64
H (1.31844, 0.17276, 1.68842)  0.35
H (1.15791, -1.55514, 1.30370)  0.27
H (2.22966, -0.54117, 0.32833)  0.33
H (-1.18392, 2.17464, -0.16252)  0.24
H (-0.65671, -0.39345, -2.08678)  0.37
H (-2.76796, 1.49108, 0.74410)  0.28

Its energy is -7327.4155 eV. As for the LUMO energy: 0.35 eV. As for the spin multiplicity: 1. Its energy above the lowest of the compared OMol25 structures with the same formula, charge and spin is 180.3 kJ/mol. The value obtained for the strongest force on any atom is 1.40 eV/A. For the frontier orbital gap, the calculation gives 10.08 eV.

***

Entry 5:
# C6H15N3O

C6H15N3O in the gas phase in a non-equilibrium geometry (ωB97M-V with the def2-TZVPD basis set, the Open Molecules 2025 dataset).

Each line ends with the Mulliken charge.
Element x y z (Å)
C (1.22849, -1.85771, 1.17089)  -0.95
C (1.93482, 1.63248, -1.22084)  -1.40
N (0.19326, -1.38043, 0.26359)  -0.23
C (1.11542, 1.07051, -0.08642)  0.83
O (1.46459, 1.26395, 1.08332)  -0.62
H (-0.08835, -2.03974, -0.45559)  0.23
H (1.05864, -1.57454, 2.21096)  0.31
H (1.27463, -2.94953, 1.11341)  0.34
H (2.19896, -1.46412, 0.85771)  0.23
H (2.99084, 1.56693, -0.94509)  0.36
H (1.69016, 2.68655, -1.36756)  0.32
H (1.76961, 1.08231, -2.14930)  0.36
C (-0.82448, 0.91947, -1.73967)  -1.13
C (-2.23433, -0.71016, 0.24064)  -2.01
C (-0.81409, -0.23035, 0.52732)  0.89
N (-0.71555, 0.19120, 1.88031)  -0.41
N (-0.30531, 0.78799, -0.37606)  0.14
H (0.11441, 0.72541, 2.15140)  0.21
H (-1.38963, -0.08065, 2.58688)  0.15
H (-0.43359, 0.12728, -2.38721)  0.39
H (-1.91251, 0.84121, -1.75017)  0.33
H (-0.51537, 1.88540, -2.14604)  0.35
H (-2.54644, -1.44082, 0.99450)  0.46
H (-2.31766, -1.18150, -0.74224)  0.45
H (-2.93654, 0.12885, 0.28526)  0.39

Its energy is -12982.0780 eV. As for the LUMO energy: 0.88 eV. As for the spin multiplicity: 1. Its energy above the lowest of the compared OMol25 structures with the same formula, charge and spin is 153.4 kJ/mol. The value obtained for the strongest force on any atom is 3.96 eV/A. For the frontier orbital gap, the calculation gives 8.57 eV.

***

Entry 6:
# C6H21Cs2N4O5

A molecular structure, C6H21Cs2N4O5 in a non-equilibrium geometry (ωB97M-V with the def2-TZVPD basis set, the Open Molecules 2025 dataset).

Each line ends with the Mulliken charge.
Element x y z (Å)
Cs (21.06943, -21.67628, -11.81764)  1.06
Cs (23.51778, -16.97861, -13.07970)  1.04
O (22.82757, -19.18633, -10.98247)  -0.89
H (22.47660, -19.31139, -11.88564)  -0.10
C (22.78199, -20.63547, -15.36413)  0.66
O (22.82934, -20.09007, -14.29772)  -0.66
N (21.62263, -20.90768, -15.88225)  -0.38
N (23.78431, -21.18008, -16.00321)  -0.40
H (21.50019, -21.27895, -16.81352)  0.18
H (20.86896, -20.63937, -15.26573)  0.20
H (23.62247, -21.56713, -16.92196)  0.18
H (24.73107, -21.00614, -15.69746)  0.23
C (24.80025, -17.40181, -8.58982)  0.62
O (23.83800, -17.74798, -7.86707)  -0.66
N (25.94212, -16.97790, -8.21644)  -0.36
N (24.73347, -17.54174, -9.86939)  -0.05
H (26.48967, -16.67069, -9.00758)  0.11
H (26.26370, -16.83662, -7.26948)  0.25
H (25.49521, -17.30305, -10.48817)  0.14
H (23.90297, -18.00379, -10.21128)  -0.25
C (19.93567, -20.17314, -7.04739)  -1.28
C (20.55637, -19.15891, -8.08781)  0.09
O (20.92322, -19.92923, -9.17701)  -0.49
H (19.32591, -20.89984, -7.58424)  0.28
H (19.37685, -19.68834, -6.24690)  0.36
H (20.79717, -20.70111, -6.63855)  0.31
H (21.40561, -18.63655, -7.64732)  0.18
H (19.84245, -18.42812, -8.46779)  0.24
H (21.57935, -19.54848, -9.76534)  0.27
C (20.36906, -14.77713, -9.96770)  -1.36
C (21.37432, -15.91195, -9.64333)  0.29
O (21.65739, -16.64568, -10.78706)  -0.43
H (19.42783, -15.18401, -10.33734)  0.33
H (20.78051, -14.20409, -10.79863)  0.32
H (20.21993, -14.16036, -9.08144)  0.37
H (20.86655, -16.53744, -8.90914)  -0.01
H (22.25314, -15.43871, -9.20537)  0.21
H (22.09266, -17.48479, -10.61963)  0.40

Its energy is -23852.9331 eV. Its net charge is +1. As for the LUMO energy: -2.96 eV. As for the spin multiplicity: 1. Its energy above the lowest of the compared OMol25 structures with the same formula, charge and spin is 97.2 kJ/mol. The value obtained for the strongest force on any atom is 6.16 eV/A. For the frontier orbital gap, the calculation gives 8.26 eV.